Record 1
18
Properties=species:S:1:pos:R:3:forces:R:3 method="wB97M-V/def2-TZVPD" smiles="CCC[C@H](N)C=O" lumo_energy_ev=0.91 fmax_ev_per_a=1.14 relative_energy_ev=1.220 spin_multiplicity=1
C 2.64657 -0.59164 0.78217 0.03 0.32 -0.36
C 1.40537 -1.31158 0.25072 0.29 -0.20 0.10
C 0.47054 -0.41607 -0.57240 0.26 -0.69 -0.09
C -0.50112 0.33153 0.29807 -0.32 0.04 0.53
N -1.55990 -0.51955 0.86638 0.07 -0.07 0.11
C -1.26614 1.41154 -0.42402 -0.40 0.31 -1.02
O -1.42671 1.42884 -1.62194 0.25 -0.06 0.32
H 2.96768 0.17265 0.06580 0.01 -0.04 0.09
H 2.48023 -0.09276 1.73803 0.04 -0.06 0.00
H 3.47716 -1.28828 0.86975 0.04 -0.01 0.29
H 0.88119 -1.75315 1.10570 -0.15 -0.04 -0.19
H 1.75787 -2.15730 -0.34960 -0.21 0.14 -0.08
H 1.07220 0.27017 -1.16706 -0.05 0.10 -0.08
H -0.09423 -1.03117 -1.28185 -0.02 0.16 0.00
H 0.02444 0.78376 1.14086 0.11 0.20 0.02
H -1.62288 -1.41161 0.38309 -0.01 0.24 0.11
H -1.41466 -0.67865 1.85260 -0.06 -0.17 -0.07
H -1.77607 2.18796 0.17692 0.12 -0.17 0.31

Record 2
18
Properties=species:S:1:pos:R:3:forces:R:3 method="wB97M-V/def2-TZVPD" smiles="CN[C@H](C)CC=O" lumo_energy_ev=1.02 fmax_ev_per_a=1.44 relative_energy_ev=1.596 spin_multiplicity=1
C 0.66372 1.91390 0.12245 0.36 0.41 -0.98
N 1.26168 0.60078 0.29721 -0.30 -0.08 0.07
C 0.26357 -0.45470 0.40280 -0.36 -0.74 -0.11
C 0.90492 -1.84399 0.45683 0.16 0.32 0.11
C -0.75444 -0.49432 -0.74943 -0.30 1.00 0.20
C -2.05169 0.28858 -0.58664 1.00 -0.95 -0.42
O -2.21586 1.31463 -0.00564 -0.32 0.50 0.55
H 1.42669 2.67263 -0.05932 0.24 -0.11 0.34
H -0.02962 2.27414 0.88390 -0.01 -0.24 0.15
H 0.14488 1.87561 -0.83550 -0.30 0.20 0.16
H 1.82462 0.58072 1.13881 0.06 -0.03 -0.03
H -0.35060 -0.36932 1.31056 0.10 0.30 0.19
H 1.80690 -1.86092 1.06134 0.11 0.07 0.19
H 0.17999 -2.50982 0.91089 -0.03 -0.36 -0.02
H 1.17165 -2.21303 -0.53219 0.00 0.05 -0.08
H -0.35560 -0.05398 -1.67104 0.33 -0.25 -0.09
H -1.05804 -1.51210 -0.98477 0.16 -0.14 0.02
H -2.83277 -0.20879 -1.16024 -0.89 0.06 -0.26

Record 3
18
Properties=species:S:1:pos:R:3:forces:R:3 method="wB97M-V/def2-TZVPD" total_charge=+1 lumo_energy_ev="-4.63 / -6.78" fmax_ev_per_a=2.99 relative_energy_ev=1.733 spin_multiplicity=2
C 2.52498 1.37530 0.53422 0.78 -0.88 0.07
N 1.37503 2.02254 -0.08044 0.22 1.11 1.40
C 0.09675 1.79889 0.20846 -0.07 0.05 -2.99
C -0.51095 0.55014 0.02616 0.53 0.10 0.94
C -1.82912 0.36730 0.42382 -0.01 0.47 1.31
C -2.35424 -0.83756 0.78625 0.39 0.38 -0.80
H 2.49230 0.29218 0.50877 -0.33 -0.16 -0.22
H 3.44230 1.67138 0.03112 -0.16 0.13 -0.16
H 2.62495 1.64520 1.58840 -0.23 0.24 -0.10
H 1.58207 3.00404 -0.24033 -0.10 -0.05 -0.02
H -0.53302 2.66858 0.03119 -0.13 0.06 0.73
H 0.08588 -0.22306 -0.42510 0.13 -0.48 0.24
H -2.30466 1.26661 0.81055 -0.54 0.04 -0.64
H -3.40948 -0.91701 0.99679 0.11 -0.34 0.45
H -1.62754 -1.63522 0.83541 -0.59 -0.67 -0.18
H 0.10255 -4.65477 -2.33085 -0.02 -0.03 -0.04
H -1.02046 -3.73960 -1.84296 -0.05 0.10 -0.12
O -0.73735 -4.65493 -1.86144 0.07 -0.07 0.13

Record 4
18
Properties=species:S:1:pos:R:3:forces:R:3 method="wB97M-V/def2-TZVPD" total_charge=+1 lumo_energy_ev="-3.82 / -6.16" fmax_ev_per_a=2.83 relative_energy_ev=0.558 spin_multiplicity=2
N -0.17544 -1.51851 2.36979 -0.46 0.49 -0.89
C -0.20230 -0.76337 1.28535 0.43 0.05 1.60
C 0.85893 -0.72918 0.38519 -1.15 -0.48 -2.54
C 0.68574 0.15085 -0.72339 0.21 0.07 1.95
C 1.26606 0.03908 -1.95860 -0.13 -0.54 -1.02
C 1.50230 1.07426 -2.99860 -0.23 0.56 0.62
H -0.97207 -1.56611 2.98367 0.01 -0.05 0.13
H 0.63164 -2.08241 2.55463 0.16 -0.33 0.25
H -1.06504 -0.11875 1.16043 -0.12 0.08 0.12
H 1.47185 -1.61994 0.28959 0.43 0.27 0.25
H 0.07054 0.99533 -0.40404 0.27 0.36 -0.66
H 1.39808 -0.98317 -2.29925 0.69 -0.13 0.26
H 0.62359 1.18471 -3.63764 -0.16 -0.02 -0.03
H 1.69795 2.03863 -2.52570 -0.10 0.03 -0.14
H 2.32955 0.84658 -3.66739 0.05 -0.29 0.17
H -3.00828 1.49398 0.41565 -0.25 0.34 0.02
H -3.06435 2.01187 1.87951 -0.16 0.63 0.13
O -2.94410 1.24004 1.33833 0.50 -1.02 -0.20

Record 5
18
Properties=species:S:1:pos:R:3:forces:R:3 method="wB97M-V/def2-TZVPD" total_charge=+1 lumo_energy_ev="-5.42 / -8.03" fmax_ev_per_a=2.73 relative_energy_ev=3.367 spin_multiplicity=2
N -2.26252 0.23884 -2.03041 0.52 1.17 0.34
C -1.43135 -0.40797 -1.03761 0.40 -0.52 -1.41
C 2.55222 0.87592 0.26723 -0.03 -1.16 -0.68
C 1.89437 -0.22461 0.75305 -0.61 0.86 -0.53
C 0.80626 -0.74591 -0.05657 1.88 -1.94 -0.40
C -0.03663 0.06652 -0.81590 -0.96 -0.91 1.66
H -2.19303 1.27529 -1.92211 -0.48 -1.18 -0.33
H -3.22739 -0.07763 -1.90864 0.36 0.43 -0.18
H -2.04304 -0.44868 -0.12902 0.61 0.00 0.80
H -1.28737 -1.47381 -1.29664 -0.25 0.05 -0.02
H 3.48560 1.33472 0.59449 -0.45 -0.21 0.34
H 2.22989 1.07364 -0.75584 0.35 0.82 0.33
H 2.09885 -0.76794 1.67304 0.38 0.16 -0.19
H 0.89293 -1.90407 -0.14548 -1.31 1.99 0.45
H 0.29324 1.08602 -0.92370 -0.34 0.47 -0.28
H -0.99658 -0.22651 1.93744 0.09 -0.31 0.16
H 0.01204 -0.00284 3.10746 -0.11 -0.18 -0.01
O -0.78748 0.32901 2.68923 -0.04 0.46 -0.03

Record 6
18
Properties=species:S:1:pos:R:3:forces:R:3 method="wB97M-V/def2-TZVPD" total_charge=+1 lumo_energy_ev="-3.29 / -7.67" fmax_ev_per_a=3.40 relative_energy_ev=1.624 spin_multiplicity=2
O -1.61605 -0.58780 -1.28029 -0.17 0.18 -0.31
C -1.66520 -1.38249 -0.37694 0.42 -0.70 1.02
C -0.50637 -1.69302 0.57010 -0.01 -0.12 -1.65
C 0.00518 -0.53363 1.42482 0.18 -0.55 0.42
C 0.15744 0.76952 0.62109 -0.47 -0.61 0.67
C 1.36569 1.75303 -1.28497 -0.72 -0.50 0.61
N 0.70986 0.54974 -0.68747 -0.76 3.17 -0.96
H -2.52993 -2.02212 -0.15792 -0.51 0.27 -0.49
H 0.29490 -2.01526 -0.11544 0.00 0.01 0.17
H -0.80135 -2.60256 1.08402 0.20 0.24 0.67
H -0.67320 -0.41499 2.27306 0.17 0.43 -0.10
H 0.96536 -0.85182 1.81818 0.16 0.14 0.21
H 0.61177 1.64521 1.08732 0.65 -0.59 0.29
H -0.88474 1.12376 0.56850 -0.09 0.01 -1.03
H 0.90367 2.61188 -0.78927 0.48 0.00 0.31
H 1.13929 1.92610 -2.33666 0.30 -0.84 -0.09
H 2.42341 1.66010 -1.05335 0.22 0.36 -0.16
H 0.10027 0.06434 -1.36480 -0.04 -0.91 0.42

Record 7
19
Properties=species:S:1:pos:R:3:forces:R:3 method="wB97M-V/def2-TZVPD" smiles="CC(=O)CN.C=CO" lumo_energy_ev=0.59 fmax_ev_per_a=4.60 relative_energy_ev=4.072 spin_multiplicity=1
C 0.30898 -1.84287 0.22199 1.01 0.56 0.27
C -0.58027 -0.74580 0.74303 -4.02 -1.80 -1.31
O -1.02687 -0.68631 1.86683 0.81 0.37 -0.31
C -1.67848 -0.21984 -0.53113 0.59 -0.81 1.46
N -1.26958 -0.18499 -1.90424 0.39 0.10 0.11
H -0.29496 -2.65845 -0.17708 -0.26 0.16 0.10
H 0.92796 -2.22537 1.03142 0.03 -0.05 -0.01
H 0.94656 -1.47298 -0.57862 0.06 -0.07 -0.04
H -2.15139 0.71543 -0.22199 0.21 0.05 0.05
H -2.43927 -0.99198 -0.40105 0.00 -0.03 0.02
H -1.00004 -1.09767 -2.24877 -0.04 0.02 0.06
H -0.47905 0.43516 -2.03812 -0.02 0.03 -0.10
C 1.26971 1.96856 1.41746 -0.16 -0.05 0.07
C 0.93640 1.14961 0.43451 -2.72 -0.07 -1.30
O 1.64381 0.91354 -0.70982 0.01 0.49 -0.27
H 0.71677 1.94137 2.34216 -0.33 0.28 -0.07
H 2.05826 2.70313 1.30660 0.43 -0.36 0.21
H -0.24781 0.73878 0.23938 3.94 1.36 0.97
H 2.35928 1.56069 -0.79256 0.07 -0.18 0.09

Record 8
19
Properties=species:S:1:pos:R:3:forces:R:3 method="wB97M-V/def2-TZVPD" smiles="CC(=O)NC[C@H](C)O" lumo_energy_ev=0.71 fmax_ev_per_a=2.27 relative_energy_ev=0.963 spin_multiplicity=1
C 2.13035 0.34368 1.08606 0.32 0.40 -1.17
C 0.81736 0.35682 1.77214 -1.65 -1.28 0.90
O 0.54622 0.98701 2.77384 0.60 0.24 0.08
N -0.19286 -0.43044 1.22226 1.39 -0.47 -0.35
C -0.16195 -1.06922 -0.08697 -1.16 0.96 -0.14
C -0.56023 -0.05353 -1.21528 0.73 -0.40 -0.84
C -1.61441 0.98387 -0.86702 -0.01 0.25 0.27
O -0.99622 -0.76701 -2.37780 -0.25 -0.01 -0.20
H 1.90213 1.01518 0.24145 0.77 0.15 0.09
H 2.43664 -0.59144 0.60472 -0.34 -0.02 0.37
H 2.95939 0.70151 1.69871 -0.44 0.23 -0.05
H -0.97983 -0.59372 1.82984 0.01 0.25 -0.11
H 0.79105 -1.53484 -0.35010 -0.01 0.13 0.25
H -0.91968 -1.86156 -0.08748 0.06 0.07 0.06
H 0.35391 0.46301 -1.56257 -0.13 -0.03 0.50
H -1.43045 1.96239 -1.32931 0.35 -0.23 0.25
H -2.58346 0.71172 -1.27608 -0.13 -0.45 0.26
H -1.64594 1.08866 0.22417 -0.26 0.28 -0.34
H -0.85204 -1.71210 -2.30059 0.14 -0.06 0.15